Below is an isolated molecule of C4H4N2O, with properties calculated with ωB97M-V with the def2-TZVPD basis set.

## Properties
HOMO level: -0.3424 Eh
SMILES: O/C=C1/C=CN=N1
Energy above the lowest of the compared OMol25 structures with the same formula, charge and spin: 262.4 kJ/mol
Kohn-Sham gap: 8.6 eV
Strongest force on any atom: 2.6 eV/A

```
! RIJCOSX wB97M-V def2-TZVPD def2/J DEFGRID3
* xyz 0 1
C -1.473 0.232 -0.119
C -0.121 -0.037 -0.100
C 1.062 0.812 -0.022
C 2.070 -0.124 0.047
H -3.281 -0.454 -0.072
H -1.951 1.201 -0.137
H 1.036 1.877 0.166
H 3.152 0.137 0.219
N 1.577 -1.444 0.025
N 0.328 -1.407 -0.157
O -2.399 -0.792 0.151
*
```

Charges computed using Löwdin, reported in e:
1. C -0.019
2. C -0.280
3. C -0.037
4. C -0.145
5. H 0.104
6. H 0.123
7. H 0.098
8. H 0.109
9. N -0.006
10. N 0.034
11. O 0.019

---

Below is an isolated molecule of C4H4N2O, with properties calculated with ωB97M-V with the def2-TZVPD basis set.

## Properties
HOMO level: -0.3558 Eh
SMILES: O=Cc1cnc[nH]1
Energy above the lowest of the compared OMol25 structures with the same formula, charge and spin: 128.5 kJ/mol
Kohn-Sham gap: 10.1 eV
Strongest force on any atom: 1.8 eV/A

```
! RIJCOSX wB97M-V def2-TZVPD def2/J DEFGRID3
* xyz 0 1
O -2.747 -1.065 -0.078
C -1.985 -0.138 0.041
C -0.463 -0.133 0.250
C 0.117 1.085 0.003
N 1.451 1.065 -0.230
C 1.789 -0.194 -0.119
N 0.765 -1.038 0.152
H -2.409 0.906 -0.083
H -0.436 2.015 -0.040
H 2.831 -0.500 -0.243
H 1.088 -2.003 0.347
*
```

Charges computed using Löwdin, reported in e:
1. O 0.033
2. C -0.236
3. C -0.100
4. C -0.158
5. N 0.054
6. C -0.223
7. N 0.103
8. H 0.129
9. H 0.112
10. H 0.128
11. H 0.157